Entry 1:
Below is a 8-piece molecular cluster, C28H66BF4NO16P2S4 overall, with properties calculated with wB97M-V/def2-TZVPD.

```
122
Properties=species:S:1:pos:R:3:forces:R:3
N -1.48735 19.12403 -15.83233 0.1 -0.6 1.7
H -1.33188 20.11178 -15.68991 -0.6 0.9 -0.4
H -1.18660 18.87743 -16.76444 0.2 -0.3 -1.1
H -2.42245 18.83222 -15.58631 -0.6 0.5 -0.5
H -0.89658 18.68591 -15.14013 0.6 -0.3 -0.1
B 0.98619 19.14697 -17.92399 -1.5 0.7 -0.3
F 0.73907 20.23163 -18.63229 -0.7 4.5 -1.0
F 2.16492 18.75345 -18.36425 2.9 -2.6 0.2
F 0.92027 19.31706 -16.53617 0.6 0.0 1.4
F -0.15552 18.40136 -18.22802 -1.1 -2.8 0.5
C -3.04028 24.11187 -19.47726 0.2 -1.5 -2.8
C -1.54574 24.19375 -19.36899 2.0 0.4 1.5
C -1.01346 23.13362 -18.33709 -1.3 -0.3 0.9
S -2.47736 22.05997 -17.90199 0.9 -1.6 -2.1
O -2.53266 21.45480 -16.53029 0.1 1.8 -1.7
O -2.52271 21.08621 -19.01442 -0.3 1.2 2.0
C -3.62755 23.36870 -18.29410 -0.1 1.1 0.3
H -3.08231 23.54165 -20.40527 -1.1 -0.6 0.1
H -3.48702 25.05005 -19.80641 -0.2 0.1 0.9
H -1.24906 25.18369 -19.02244 0.1 0.0 0.5
H -1.00120 24.13239 -20.31122 -0.4 -0.4 -0.1
H -0.75149 23.60949 -17.39209 0.5 -0.1 -0.1
H -0.32850 22.34327 -18.64413 0.4 0.5 -0.2
H -3.47960 24.13888 -17.53712 -0.8 -0.4 0.9
H -4.64200 22.99950 -18.44472 0.1 0.1 0.3
C 1.59208 16.06863 -16.08418 -0.3 -3.5 1.1
C 2.23494 15.13472 -17.19682 -1.2 1.5 0.0
C 1.51388 13.74458 -17.32533 1.4 1.6 0.1
S -0.30321 14.06871 -16.74029 -1.8 0.6 -1.9
O -0.42614 13.14892 -15.61711 -0.2 0.3 -0.5
O -1.21243 14.12589 -17.93249 2.6 -0.1 3.5
C 0.04970 15.78909 -16.03079 0.9 2.5 -1.6
H 1.87651 17.12015 -16.04539 -0.4 0.1 -0.7
H 1.83763 15.69102 -15.09160 0.9 -0.1 0.0
H 3.30334 14.96986 -17.05741 0.0 -0.3 0.4
H 2.18716 15.75989 -18.08843 -0.3 -0.5 -0.5
H 1.95576 13.07742 -16.58524 -0.6 -0.4 -0.2
H 1.38709 13.36529 -18.33931 0.0 -0.1 0.1
H -0.33198 16.13632 -15.07066 -0.4 -1.2 0.2
H -0.41253 16.42306 -16.78744 -0.4 -0.3 -0.5
C 5.34010 20.43262 -19.95955 1.4 -0.1 0.8
C 6.24247 21.40045 -20.68037 1.5 1.4 -0.7
C 5.45270 22.71370 -20.67834 -0.8 0.4 1.8
S 5.00917 22.87897 -18.88600 2.4 0.3 -1.5
O 3.78591 23.61239 -18.79891 -0.9 0.0 0.5
O 6.19414 23.39075 -18.21393 -0.7 -0.3 -0.1
C 4.90417 21.11548 -18.62051 -2.4 -0.2 -0.8
H 5.96391 19.60693 -19.61722 -0.4 -0.5 -0.6
H 4.58639 20.16503 -20.70010 -0.6 -0.3 0.9
H 6.62250 21.16238 -21.67384 -1.0 -0.5 -0.4
H 7.22297 21.38701 -20.20442 -0.1 0.9 0.8
H 4.50573 22.61905 -21.20975 -0.1 -0.4 0.0
H 5.72632 23.75298 -20.86034 1.2 -0.4 -0.4
H 3.82339 20.99736 -18.54265 -0.2 -0.2 0.1
H 5.27035 20.77157 -17.65318 0.7 0.1 -0.4
C 0.00707 20.40119 -24.06532 -3.4 -0.4 -0.1
C 0.14781 21.81841 -23.57910 1.1 -0.2 1.5
C -0.41754 21.77047 -22.10271 -1.7 1.8 -0.5
S -1.91385 20.67373 -22.07402 1.2 1.4 -0.4
O -3.17903 21.41629 -21.87152 2.0 -1.4 -0.8
O -1.46189 19.65711 -21.14659 -1.0 -0.5 -0.5
C -1.54892 20.08053 -23.79674 0.4 -0.9 0.3
H 0.54823 19.65910 -23.47833 0.4 0.3 -0.2
H 0.08713 20.28582 -25.14624 0.6 -0.1 0.1
H -0.30301 22.57581 -24.22035 -0.9 -0.3 0.2
H 1.18198 22.14589 -23.68553 0.3 -0.2 0.8
H -0.86326 22.72746 -21.83139 0.1 0.3 -0.2
H 0.08983 21.48277 -21.18189 0.9 -0.5 -0.7
H -2.21206 20.42807 -24.58892 0.0 0.6 0.3
H -1.71288 19.00489 -23.73169 0.0 -0.1 0.0
C 7.78291 18.90982 -15.33734 -0.3 -0.7 -0.2
C 6.44732 18.94306 -14.46362 3.3 0.1 -2.4
O 5.93619 20.24812 -14.71500 -0.8 -0.4 1.6
P 5.51381 21.06689 -13.40032 -0.4 2.3 0.2
O 5.07463 20.41639 -12.15755 0.4 -0.7 -1.0
O 6.74800 22.04853 -13.14408 -1.0 -0.1 -0.1
C 6.92677 23.37432 -13.68552 1.7 0.3 0.5
C 7.41288 23.39753 -15.09524 0.1 -0.4 -1.0
O 4.43707 22.04009 -14.05652 0.0 -1.0 0.3
C 3.00603 21.76968 -14.17938 0.4 0.9 -1.9
C 2.70789 21.80575 -15.68954 -0.4 0.9 0.2
H 7.95621 17.90127 -15.71269 -0.1 -0.2 0.1
H 7.69175 19.53168 -16.22790 -0.5 0.1 0.0
H 8.74828 19.20655 -14.92735 -0.4 0.2 0.8
H 5.80204 18.22022 -14.96283 -0.3 -0.1 0.7
H 6.74015 18.74013 -13.43348 -0.8 0.0 0.1
H 6.14351 24.11433 -13.52125 -0.7 -0.8 0.0
H 7.75050 23.77423 -13.09421 0.0 -0.1 0.3
H 8.33860 22.86013 -15.30100 0.2 -0.3 0.7
H 6.71441 22.94392 -15.79842 -0.3 0.6 -0.1
H 7.67496 24.42831 -15.33380 -0.5 0.1 -0.3
H 2.52393 20.80555 -14.01771 1.1 -0.3 1.7
H 2.66191 22.60621 -13.57119 -1.1 -0.5 -0.3
H 2.85800 22.80077 -16.10847 0.2 -0.1 -0.2
H 3.29918 21.05134 -16.20852 0.3 0.2 0.2
H 1.68603 21.48324 -15.88931 -0.2 0.3 0.1
C 6.35282 14.85709 -25.54671 -0.8 1.0 -0.5
C 5.89809 14.64896 -24.11371 1.4 -1.0 0.3
O 4.50873 14.95985 -23.92486 -0.9 -0.9 2.2
P 3.80207 14.73813 -22.41416 -0.6 2.0 -1.1
O 2.44463 14.07126 -22.44601 3.1 1.1 0.2
O 4.98812 14.14428 -21.46286 0.0 1.7 -2.5
C 4.70455 13.18423 -20.54277 -2.3 -2.7 2.0
C 5.81488 12.54043 -19.75913 2.1 -0.2 0.6
O 3.79179 16.29425 -21.82843 1.1 -2.5 -0.6
C 2.89459 17.29566 -22.34749 0.1 -1.5 -0.3
C 2.32184 17.96639 -21.16650 -1.1 0.8 1.3
H 5.93394 14.12712 -26.23938 -0.1 -0.1 0.2
H 5.99109 15.82706 -25.88788 -0.1 0.1 -0.1
H 7.42688 14.88820 -25.72980 0.1 -0.2 0.6
H 6.13075 13.61230 -23.87019 -0.6 -0.4 0.1
H 6.51074 15.15328 -23.36644 -0.1 0.7 -0.3
H 4.05435 13.59385 -19.76976 -0.3 0.5 0.1
H 4.08198 12.39035 -20.95540 0.0 0.0 -0.5
H 5.67879 12.70650 -18.69048 0.3 0.6 0.0
H 6.03024 11.47213 -19.73790 -1.2 -0.5 -0.9
H 6.81599 12.82710 -20.08115 0.0 0.9 0.2
H 3.40149 17.94096 -23.06494 0.3 0.1 0.2
H 2.15346 16.72414 -22.90623 -0.5 0.4 0.0
H 1.33688 18.36303 -21.41273 0.0 0.5 0.1
H 2.12157 17.31774 -20.31372 -0.1 -0.8 -0.5
H 2.91669 18.70022 -20.62266 0.2 0.4 -0.8
```
Forces are in eV/Å.

Spin multiplicity = 2
Total charge = +1
Orbital gap (alpha / beta) = 8.347 / 2.125 eV
<S²> = 0.7590

Mulliken population analysis, charges in e, atoms 1 to 4: atom 1 (N): -0.21, atom 2 (H): 0.35, atom 3 (H): 0.13, atom 4 (H): 0.39


Entry 2:
Below is a 2-piece molecular cluster, C2H5N overall, with properties calculated with wB97M-V/def2-TZVPD.

```
8
Properties=species:S:1:pos:R:3:forces:R:3
C 0.45568 0.14330 -0.26574 -1.3 -0.5 -0.5
C -0.52414 -0.42020 0.71247 1.7 0.3 1.6
N 1.60103 -0.05680 -0.61782 1.1 1.5 -1.5
H -1.31276 1.33226 -1.31892 1.0 -0.4 0.4
H -1.19613 -1.08486 0.20055 -0.7 0.3 -0.3
H -0.90496 0.53708 1.09316 -0.9 -0.8 0.2
H -0.10342 -1.03095 1.59902 -0.1 1.0 -1.4
H 1.98470 0.58018 -1.40272 -0.8 -1.4 1.5
```
Forces are in eV/Å.

Orbital gap (alpha / beta) = 7.575 / 9.869 eV

natural (NBO) population analysis, charges in e, atoms 1 to 4: atom 1 (C): 0.40, atom 2 (C): -0.74, atom 3 (N): -0.65, atom 4 (H): -0.15


Entry 3:
Below is an isolated molecule of C4H5BrN2, with properties calculated with wB97M-V/def2-TZVPD.

```
12
Properties=species:S:1:pos:R:3:forces:R:3
C 0.50470 -0.18790 -1.66571 0.2 0.3 -2.4
C 0.09611 1.12336 -1.39275 0.4 -0.1 -2.3
C 0.38143 -0.79321 -0.47893 -0.2 -2.9 1.7
C -0.46309 -0.07955 1.82675 0.1 0.8 -2.7
N -0.27913 1.23640 -0.18113 -1.2 2.3 2.7
N -0.12787 0.07610 0.41761 -0.1 -0.7 -0.9
Br 0.71424 -2.64185 0.06468 -0.2 1.3 -0.6
H 0.64319 -0.54365 -2.68553 0.5 -0.3 0.7
H 0.04566 1.94861 -2.09360 0.0 -0.1 0.2
H -1.44730 0.27758 1.99371 -1.2 -0.4 0.1
H -0.21414 -1.07660 1.99938 0.1 -1.4 1.3
H 0.14620 0.66070 2.19552 1.7 1.1 2.1
```
Forces are in eV/Å.

SMILES = Cn1nccc1Br
Orbital gap = 10.061 eV

natural (NBO) population analysis, charges in e, atoms 1 to 4: atom 1 (C): -0.38, atom 2 (C): -0.04, atom 3 (C): 0.11, atom 4 (C): -0.40


Entry 4:
Below is C28H47BrNO3P3W as an isolated structure, with properties calculated with wB97M-V/def2-TZVPD.

```
84
Properties=species:S:1:pos:R:3:forces:R:3
C 2.57393 -0.21859 -7.72249 0.2 -0.5 -0.6
C 1.78083 0.61976 -6.91317 -0.1 -0.2 1.0
C 1.08282 1.66948 -7.54045 0.0 0.7 -0.5
C 1.22769 1.84709 -8.92689 -0.2 -0.2 1.1
N 1.99111 1.05229 -9.66622 0.1 0.1 -0.4
C 2.64852 0.04692 -9.10104 0.0 -0.1 1.1
C 1.67694 0.41841 -5.48371 0.1 0.3 -2.5
C 1.57054 0.25526 -4.27943 -0.3 -0.4 3.0
C 1.43756 -0.00844 -2.87294 0.5 0.6 -2.9
C 1.25489 -1.32951 -2.44593 -0.1 -2.3 1.1
C 1.14265 -1.63493 -1.09853 -0.1 -0.1 -1.8
C 1.22459 -0.59152 -0.15700 -0.4 -0.4 4.1
C 1.40131 0.74826 -0.55006 0.3 0.6 -2.1
C 1.51651 1.01962 -1.91260 -0.3 1.6 2.0
W 0.94909 -1.05163 1.86644 2.3 2.4 -1.8
P -1.27949 -1.51644 1.67157 -3.2 -0.3 -0.6
H 0.44114 2.34987 -6.98584 0.2 -0.2 0.0
H 3.13343 -1.05918 -7.31849 -0.1 0.2 0.0
H 0.70966 2.65673 -9.43555 0.1 -0.2 0.1
H 3.25983 -0.57397 -9.75208 -0.1 0.1 0.1
H 1.66723 2.04662 -2.25544 0.0 -0.3 0.1
H 1.20940 -2.13541 -3.18728 0.0 0.4 0.3
H 1.44256 1.50890 0.22612 0.2 0.2 -0.4
H 0.99192 -2.65422 -0.75833 0.1 -0.1 -0.3
C -2.08557 -1.42382 3.30100 0.0 -0.1 0.7
C -3.62378 -1.37753 3.32468 -0.3 0.0 -0.1
H -1.68711 -0.53404 3.80966 0.0 -0.2 -0.1
H -1.71928 -2.28549 3.87612 0.0 0.1 -0.1
H -3.98271 -1.53186 4.35018 0.3 0.1 -0.2
H -4.01308 -0.40867 2.99899 0.1 -0.1 0.0
H -4.08553 -2.15430 2.71338 0.1 0.1 0.1
C -2.16266 -0.34499 0.56324 -0.1 0.7 -0.1
C -2.94044 -0.91870 -0.63122 -0.1 -0.2 -0.1
H -1.43189 0.37937 0.17645 0.0 -0.2 0.1
H -2.83196 0.23376 1.21519 0.1 -0.2 -0.1
H -3.39560 -0.08781 -1.18887 0.1 -0.2 0.2
H -2.29039 -1.45580 -1.33249 -0.1 0.1 0.2
H -3.75190 -1.59245 -0.33192 0.2 0.2 0.0
C -1.42515 -3.16203 0.93543 0.1 -0.7 -0.3
C -2.74032 -3.88109 1.26581 -0.3 -0.3 0.1
H -0.57434 -3.77649 1.26280 -0.2 0.1 0.0
H -1.32009 -3.04123 -0.15103 0.0 0.1 0.2
H -2.75300 -4.85300 0.75958 0.1 0.2 0.1
H -2.83984 -4.07047 2.33801 0.0 0.0 -0.1
H -3.62683 -3.33563 0.92893 0.2 -0.1 0.0
Br 1.25692 0.21119 3.87552 0.0 -0.2 -0.9
P -1.38259 4.79325 1.51394 1.6 -3.7 -1.0
C -2.55653 3.36107 1.48674 -1.0 0.8 -0.1
C -3.79962 3.62316 2.33821 -0.4 -0.2 0.3
H -2.00758 2.47390 1.83842 0.2 0.4 -0.1
H -2.83719 3.20517 0.43528 0.1 0.2 0.2
H -4.60666 2.93689 2.05570 0.1 0.2 0.1
H -3.59486 3.47858 3.40523 0.0 0.1 -0.2
H -4.16685 4.64774 2.20331 0.0 -0.3 0.0
C -0.05086 4.11041 2.60427 -0.3 0.9 0.9
C 0.72847 5.24007 3.28259 0.5 0.1 0.2
H 0.60361 3.49255 1.97348 -0.3 0.2 -0.1
H -0.52506 3.45793 3.35239 0.0 0.3 -0.2
H 1.25094 4.86642 4.17045 -0.1 0.1 -0.2
H 1.47815 5.66916 2.60752 -0.2 0.0 0.1
H 0.06105 6.04834 3.60239 0.2 -0.2 0.1
C -0.58445 4.58819 -0.14960 0.1 1.4 -0.1
C -1.18722 5.53969 -1.18560 -0.1 0.1 -0.5
H -0.70058 3.53767 -0.45628 -0.1 0.1 0.4
H 0.48602 4.79696 -0.01014 -0.3 0.0 0.0
H -0.50417 5.66433 -2.03324 -0.2 0.0 0.2
H -2.13513 5.15671 -1.57855 0.1 0.1 0.1
H -1.37438 6.53086 -0.75700 0.1 -0.2 -0.2
C 0.93466 -5.51440 3.05030 -0.3 -1.2 0.6
O 1.45636 -4.23850 2.64523 0.8 3.6 -1.3
P 2.24546 -2.98867 2.03685 4.6 -6.6 1.1
O 3.59309 -2.81917 2.96929 -2.6 0.5 -1.8
C 3.65552 -3.12417 4.37834 0.4 0.1 1.0
O 2.95809 -3.55812 0.65843 -1.7 1.4 1.9
C 4.25647 -3.06931 0.20378 1.0 0.1 -0.3
H 0.24657 -5.89678 2.28780 0.2 0.2 0.1
H 0.39786 -5.37588 4.00530 0.3 0.1 -0.5
H 1.74934 -6.23741 3.20305 -0.2 0.4 -0.2
H 2.67833 -3.32186 4.83337 0.1 0.0 -0.3
H 4.30593 -4.00389 4.50137 -0.3 0.4 -0.1
H 4.09578 -2.24788 4.86979 0.0 -0.4 -0.1
H 4.40182 -1.98503 0.33584 -0.3 -0.4 0.1
H 5.06446 -3.60244 0.72775 -0.5 0.2 -0.1
H 4.33565 -3.28987 -0.86607 -0.3 -0.1 0.3
```
Forces are in eV/Å.

Spin multiplicity = 3
Total charge = +4
Orbital gap (alpha / beta) = 3.320 / 3.372 eV
<S²> = 2.0187

Mulliken population analysis, charges in e, atoms 1 to 4: atom 1 (C): -0.46, atom 2 (C): 0.70, atom 3 (C): -0.44, atom 4 (C): -0.36


Entry 5:
Below is an isolated ion of composition C28H39 and charge +1, with properties calculated with wB97M-V/def2-TZVPD.

```
67
Properties=species:S:1:pos:R:3:forces:R:3
C 1.71748 1.77551 0.23931 -0.3 0.8 0.0
C 1.27377 0.38491 0.20314 -1.0 0.4 -0.7
C 1.15769 -0.43120 -1.02653 -1.3 -1.5 2.4
C 0.74966 -1.86947 -0.50024 0.4 0.1 0.1
C 0.13994 -1.64399 0.88990 -0.1 0.1 0.0
C 0.65309 -0.25651 1.35948 -0.3 -1.1 0.1
H 1.05523 2.34934 0.91078 0.4 -0.3 0.0
H 2.74146 1.87541 0.63958 -0.2 -0.2 0.0
H 1.68668 2.28328 -0.73446 0.3 -0.4 0.1
H 0.19978 -0.09790 -1.49759 0.1 0.5 0.4
H 0.03221 -2.34744 -1.18504 0.5 0.1 0.2
H 1.64115 -2.50393 -0.38366 -0.4 0.3 -0.3
H -0.95127 -1.62626 0.82317 0.1 0.0 0.1
H 0.41925 -2.43906 1.59095 -0.1 0.2 -0.2
H 1.36367 -0.34800 2.19814 0.0 0.3 -0.2
H -0.18362 0.34630 1.73832 0.4 0.3 0.0
C 7.33658 2.53074 -6.41668 0.1 0.1 -0.3
C 6.59232 2.01321 -5.22502 -0.3 -0.1 0.3
C 6.71577 0.68287 -4.83482 -0.1 0.2 0.0
C 6.06362 0.16794 -3.71540 -0.2 0.2 0.1
C 6.32139 -1.29466 -3.45023 0.3 -0.5 0.0
C 5.23838 1.00685 -2.92731 0.2 -0.1 0.0
C 4.64532 0.53997 -1.57619 -0.3 0.1 0.0
C 5.78465 0.24654 -0.58288 0.2 0.3 0.0
C 3.64907 -0.64561 -1.65843 0.2 -0.2 0.1
C 2.18611 -0.30433 -2.05217 2.2 0.4 -2.6
C 1.71012 -1.09513 -3.28387 -0.1 0.1 -0.3
C 1.00834 -0.37722 -4.27732 -0.2 -0.2 0.3
C 1.03481 1.13311 -4.34705 0.0 0.2 -0.1
C 0.22992 -1.06973 -5.19881 0.1 0.1 -0.1
C 0.17673 -2.45903 -5.19756 0.2 -0.1 0.1
C -0.76229 -3.18090 -6.11188 -0.2 -0.2 -0.3
C 1.03462 -3.15895 -4.34554 -0.2 0.3 -0.2
C 1.82746 -2.49997 -3.40462 -0.1 0.3 0.1
C 2.77638 -3.37283 -2.60941 0.1 -0.5 0.3
C 5.11214 2.35549 -3.32021 0.0 -0.3 0.0
C 4.28835 3.33332 -2.52299 -0.2 0.4 0.1
C 5.76424 2.83508 -4.45880 0.1 -0.3 0.0
H 7.12486 3.59043 -6.57624 0.1 -0.1 0.0
H 8.42199 2.41545 -6.30042 -0.2 0.0 0.1
H 7.05748 1.98811 -7.32825 0.0 0.1 0.2
H 7.36075 0.01742 -5.41543 -0.2 0.2 0.2
H 6.03070 -1.63930 -2.45500 0.1 0.0 -0.3
H 5.81413 -1.92794 -4.19934 0.0 0.2 0.3
H 7.39849 -1.50285 -3.56790 -0.4 0.1 0.1
H 4.07790 1.37436 -1.13798 0.2 -0.1 -0.3
H 6.36260 1.16919 -0.42414 -0.1 -0.3 0.0
H 5.40317 -0.07931 0.39528 0.0 0.0 -0.2
H 6.47473 -0.51233 -0.96869 -0.2 0.2 0.3
H 4.04852 -1.33585 -2.41039 -0.3 0.1 0.5
H 3.61803 -1.17134 -0.68657 0.3 0.1 -0.2
H 2.21309 0.75593 -2.34143 0.0 -0.2 -0.1
H 0.67212 1.45860 -5.33085 0.1 -0.1 0.3
H 0.38200 1.60899 -3.59523 0.2 -0.1 -0.1
H 2.05545 1.52975 -4.22727 -0.3 -0.1 0.0
H -0.35545 -0.50519 -5.93113 0.2 -0.2 0.2
H -0.81307 -4.24522 -5.85675 0.0 0.2 -0.1
H -1.77541 -2.75798 -6.05453 0.3 -0.1 0.0
H -0.44527 -3.10088 -7.16008 0.0 0.0 0.2
H 1.07705 -4.25138 -4.40623 0.0 0.4 0.0
H 2.39330 -4.40366 -2.57354 0.1 0.3 -0.1
H 3.76972 -3.42366 -3.08847 -0.4 0.1 0.1
H 2.93116 -3.07108 -1.56813 0.1 0.0 -0.4
H 4.32650 4.31680 -3.00832 -0.1 -0.2 0.2
H 3.22498 3.04345 -2.47011 0.3 0.0 0.0
H 4.66895 3.46472 -1.49768 -0.1 -0.1 -0.3
H 5.64005 3.88038 -4.73741 0.0 -0.2 0.0
```
Forces are in eV/Å.

Total charge = +1
Orbital gap = 5.198 eV

natural (NBO) population analysis, charges in e, atoms 1 to 4: atom 1 (C): -0.78, atom 2 (C): 0.68, atom 3 (C): -0.38, atom 4 (C): -0.40


Entry 6:
Below is an isolated molecule of C6H9P, with properties calculated with wB97M-V/def2-TZVPD.

```
16
Properties=species:S:1:pos:R:3:forces:R:3
C -0.34718 1.45402 0.42700 0.2 0.1 -0.1
C 0.07367 0.82103 1.50947 0.2 -0.1 0.1
C -1.12947 0.10057 -1.40414 -0.2 -0.4 0.0
C -0.07451 -1.91322 1.08545 0.0 -0.2 0.0
C 1.26869 -0.05936 -0.64368 -0.1 -0.1 0.2
C 0.03042 0.83699 -0.89826 0.6 0.2 0.0
P 1.09557 -0.63431 1.11726 0.5 0.5 -0.1
H -0.98490 2.32578 0.43235 -0.1 0.1 0.1
H -0.14470 1.10864 2.52402 -0.1 0.1 0.1
H -1.01305 -0.70918 -2.09771 0.0 -0.2 -0.3
H -2.09670 0.25538 -0.96784 -0.3 0.1 0.0
H -0.78967 -1.94947 1.89135 -0.3 0.0 0.0
H 0.24118 -2.86706 0.69115 -0.1 -0.2 -0.2
H 1.33102 -0.90232 -1.33254 0.0 0.0 0.0
H 2.18843 0.52520 -0.71863 0.0 0.0 0.0
H 0.35119 1.60732 -1.61526 -0.1 0.1 0.0
```
Forces are in eV/Å.

Orbital gap (alpha / beta) = 7.839 / 8.122 eV

natural (NBO) population analysis, charges in e, atoms 1 to 4: atom 1 (C): -0.14, atom 2 (C): -0.50, atom 3 (C): -0.28, atom 4 (C): -0.76


Max |F| in hartree/bohr, matching the order above: 0.090 0.047 0.072 0.157 0.068 0.014